Record 1
DFT (wB97M-V/def2-TZVPD) results for a structure of composition C28H43CaN7O3 at a distorted geometry.

Structure (ORCA input):
```
! wB97M-V def2-TZVPD RIJCOSX def2/J DEFGRID3
* xyz 0 1
Ca -0.404 -0.070 -0.129
O 1.717 1.794 1.449
O -0.233 1.958 -0.901
O -0.024 -1.933 -1.409
N 3.169 3.336 2.220
N 0.568 -0.825 2.145
N -1.215 1.370 1.833
N -2.863 0.093 -0.718
N -1.996 -2.098 0.941
N 2.233 -1.364 -1.230
N 1.741 -0.052 -1.069
C 1.615 -3.655 -1.483
C -1.249 -3.303 1.301
C 0.871 -2.243 2.355
C 0.071 -0.095 3.324
C 0.631 -4.582 -1.814
C 0.526 4.161 -1.217
C 4.512 3.739 2.589
C -1.255 0.633 3.088
C 2.225 -6.372 -1.644
C 3.068 3.240 -1.763
C 3.970 1.077 1.668
C 1.233 -2.203 -1.373
C -3.723 -1.062 -0.444
C -0.370 -3.109 2.527
C 0.933 -5.935 -1.896
C 3.213 -5.449 -1.321
C 1.548 5.052 -1.481
C 2.842 4.606 -1.750
C -3.560 1.769 1.007
C -2.281 2.346 1.609
C -3.510 1.392 -0.476
C 2.457 0.893 -1.534
C 2.067 2.309 -1.478
C 0.742 2.765 -1.181
C 2.861 2.096 1.789
C 2.167 4.387 2.173
C -2.922 -2.321 -0.167
C 2.914 -4.098 -1.245
H 2.466 -7.426 -1.703
H -0.636 -3.570 0.436
H 1.331 4.064 1.561
H 1.818 4.643 3.177
H -2.325 -2.603 -1.039
H 0.823 0.632 3.639
H -2.524 -1.777 1.748
H -4.438 -1.237 -1.256
H 4.225 -5.785 -1.130
H 3.412 0.643 -2.002
H -1.876 3.090 0.920
H 4.058 2.862 -2.003
H -0.315 1.843 1.756
H 0.158 -6.645 -2.159
H -0.058 -0.795 4.155
H -3.621 -3.146 0.034
H -1.930 -4.149 1.478
H 3.676 -3.370 -1.002
H -4.530 1.389 -0.881
H -2.935 2.143 -1.021
H 4.832 1.470 1.129
H -4.320 -0.821 0.440
H -0.481 4.512 -1.021
H 4.316 0.750 2.652
H -4.343 2.524 1.126
H 4.451 4.491 3.376
H -2.532 2.861 2.547
H -0.035 -4.098 2.853
H -2.550 0.049 -1.685
H -3.897 0.911 1.599
H 5.046 4.174 1.739
H 1.520 -2.381 3.232
H 1.392 -0.344 1.795
H -2.077 -0.090 3.052
H 1.441 -2.582 1.484
H 2.601 5.276 1.713
H 1.333 6.115 -1.488
H 5.083 2.901 2.978
H 3.570 0.221 1.128
H -0.368 -4.215 -2.008
H -0.979 -2.723 3.355
H -1.454 1.290 3.948
H 3.636 5.306 -1.972
*
```

## Properties
HOMO (eV): -6.79

Here are the Löwdin charges for atoms 1 to 5, given in e: atom 1 (Ca): 1.366, atom 2 (O): -0.013, atom 3 (O): -0.263, atom 4 (O): -0.212, atom 5 (N): -0.136

---

Record 2
DFT (wB97M-V/def2-TZVPD) results for a structure of composition C6H11NS2 at a distorted geometry.

Structure (ORCA input):
```
! wB97M-V def2-TZVPD RIJCOSX def2/J DEFGRID3
* xyz 0 3
S -3.584 -0.271 0.917
S -1.330 0.896 -0.264
N -5.661 0.528 -0.418
C 1.561 1.872 1.110
C 2.838 0.100 -0.206
C 1.472 0.786 0.052
C 0.361 0.454 -0.612
C -2.139 -0.731 0.005
C -4.610 -0.163 -0.430
H -1.315 -1.111 0.744
H -1.987 1.287 -1.477
H 0.255 -0.408 -1.223
H 2.715 -0.746 -0.991
H 1.778 1.311 2.059
H -4.146 -0.861 -1.199
H 0.676 2.572 1.045
H 2.637 2.321 1.030
H 3.674 0.662 -0.652
H 3.183 -0.299 0.670
H -6.207 0.390 -1.270
*
```

## Properties
⟨S²⟩: 2.02
HOMO (spin up / spin down) (eV): -4.42 / -9.10

Here are the natural (NBO) charges for atoms 1 to 5, given in e: atom 1 (S): 0.342, atom 2 (S): 0.460, atom 3 (N): -0.621, atom 4 (C): -0.664, atom 5 (C): -0.620

---

Record 3
DFT (wB97M-V/def2-TZVPD) results for the molecule C6H13ClNOP at a distorted geometry.

Structure (ORCA input):
```
! wB97M-V def2-TZVPD RIJCOSX def2/J DEFGRID3
* xyz 0 1
Cl -1.478 -0.880 3.047
P 0.321 -1.413 0.519
O 0.843 -2.671 -0.078
N -0.888 -0.652 -0.424
C 1.072 1.610 0.477
C 2.539 1.592 0.135
C -1.204 0.647 -0.095
C -0.900 -1.041 -1.887
C -0.855 -1.957 1.862
C -0.064 1.625 -0.476
H -1.994 -1.160 -2.135
H 3.047 1.593 1.139
H -1.680 -2.431 1.243
H 2.671 2.336 -0.643
H -1.254 0.631 0.957
H -0.251 -2.678 2.353
H 0.256 1.540 -1.547
H -0.334 -2.094 -2.023
H 2.657 0.599 -0.256
H -0.543 -0.242 -2.516
H -0.528 2.645 -0.439
H 0.678 1.472 1.467
H -2.113 0.928 -0.681
*
```

## Properties
HOMO (spin up / spin down) (eV): -7.70 / -7.91

Here are the natural (NBO) charges for atoms 1 to 5, given in e: atom 1 (Cl): -0.013, atom 2 (P): 1.626, atom 3 (O): -1.058, atom 4 (N): -0.726, atom 5 (C): -0.071

---

Record 4
DFT (wB97M-V/def2-TZVPD) results for a structure of composition C2H6BrHfOS at a distorted geometry.

Structure (ORCA input):
```
! wB97M-V def2-TZVPD RIJCOSX def2/J DEFGRID3
* xyz 2 2
Hf 7.589 1.424 4.505
Br 9.237 3.071 2.837
S 10.405 -0.667 3.203
O 9.150 0.065 3.684
C 10.047 -2.334 2.487
C 10.765 0.028 1.502
H 9.864 -0.001 0.889
H 10.966 1.084 1.685
H 10.774 -3.137 2.367
H 9.235 -2.770 3.069
H 11.602 -0.412 0.960
H 9.654 -2.152 1.486
*
```

## Properties
⟨S²⟩: 0.75
HOMO (spin up / spin down) (eV): -18.13 / -18.16

Here are the natural (NBO) charges for atoms 1 to 5, given in e: atom 1 (Hf): 2.094, atom 2 (Br): -0.332, atom 3 (S): 1.257, atom 4 (O): -1.090, atom 5 (C): -0.801

---

Record 5
DFT (wB97M-V/def2-TZVPD) results for a cluster of 8 separate species, C15H30BrCl14NO4P2 in total at a distorted geometry.

Structure (ORCA input):
```
! wB97M-V def2-TZVPD RIJCOSX def2/J DEFGRID3
* xyz 0 1
Br -1.036 -2.311 1.651
Cl -7.564 -4.886 -6.861
Cl -3.240 -5.534 0.253
Cl 1.343 -3.727 -0.911
Cl 1.380 -0.579 4.543
Cl -1.880 8.049 3.282
Cl 5.616 5.104 -2.284
Cl -1.073 -6.401 2.000
Cl -3.385 5.564 3.553
Cl -4.602 -2.218 -0.878
Cl -4.513 -4.229 -2.987
Cl -6.172 -7.436 -6.604
Cl 1.461 0.568 7.225
Cl 7.024 2.576 -1.947
Cl 1.338 -6.564 -0.221
P -2.239 1.291 -0.006
P 0.083 -0.884 0.234
O -2.306 2.597 -0.840
O -0.460 -1.200 -1.358
O -0.327 4.274 1.257
O 0.019 2.308 2.645
N 4.462 0.463 0.346
C 1.437 0.913 5.492
C -5.552 -3.178 -2.017
C 0.617 2.029 0.376
C 3.637 2.344 -1.255
C 0.046 3.099 1.423
C -2.746 -5.836 1.923
C 0.345 -5.128 -0.497
C -1.832 6.289 3.118
C 0.941 2.466 -1.133
C -6.070 -5.688 -6.362
C 2.246 1.601 -1.594
C 7.110 4.330 -1.747
C 4.235 1.944 0.202
C -0.402 0.941 2.277
C -0.499 0.885 0.644
H -5.243 -5.296 -6.952
H -2.833 -4.910 2.490
H 5.208 0.345 1.058
H -0.215 -4.906 0.407
H -5.897 -5.487 -5.305
H -1.600 6.036 2.086
H 0.045 -1.950 -1.761
H -0.344 -5.327 -1.317
H 1.214 3.583 -1.215
H 3.466 3.483 -1.238
H 0.556 1.512 5.263
H -1.320 0.638 2.877
H 4.374 2.119 -2.129
H 2.132 1.468 -2.734
H 7.940 4.713 -2.338
H -3.181 1.422 1.066
H 1.584 1.559 0.761
H 3.577 2.309 1.074
H 2.202 0.527 -1.165
H 2.337 1.465 5.229
H -3.397 -6.595 2.354
H -6.094 -2.505 -2.681
H 0.586 0.342 2.442
H -2.668 0.203 -0.833
H 0.063 2.250 -1.825
H 5.270 2.439 0.356
H 7.270 4.558 -0.695
H 4.842 0.067 -0.530
H -6.257 -3.793 -1.460
H -1.060 5.893 3.776
*
```

## Properties
Structure (SMILES): NCCCC[C@H]1C(=O)OC[C@]1([PH2]=O)P(O)Br.ClCCl.ClCCl.ClCCl.ClCCl.ClCCl.ClCCl.ClCCl
HOMO (eV): -9.22

Here are the natural (NBO) charges for atoms 1 to 5, given in e: atom 1 (Br): -0.286, atom 2 (Cl): -0.026, atom 3 (Cl): -0.026, atom 4 (Cl): -0.036, atom 5 (Cl): -0.022

---

Record 6
DFT (wB97M-V/def2-TZVPD) results for a cluster of 15 separate species, C33H75N9O30 in total at a distorted geometry.

Structure (ORCA input):
```
! wB97M-V def2-TZVPD RIJCOSX def2/J DEFGRID3
* xyz 0 1
O -1.364 -2.532 -7.643
O -1.616 5.638 2.497
O 4.883 3.160 5.894
O -1.649 -2.411 7.013
O 3.037 3.850 0.345
O -1.684 0.292 -5.256
O -3.500 -4.766 -3.219
O 0.892 -3.885 -2.543
O -2.084 4.756 -2.449
O 1.512 -1.362 0.958
O -4.085 -0.740 -0.740
O 3.309 -0.966 4.501
O 0.530 3.145 4.905
O 3.734 1.814 0.384
O -4.421 1.222 -1.574
O 0.840 -2.348 -7.257
O 5.042 -3.689 -0.311
O -2.353 -3.011 -2.872
O -3.026 -0.792 6.243
O 4.189 4.777 4.656
O 5.729 -2.523 -1.982
O -1.292 -1.428 2.455
O 1.807 1.392 4.827
O -2.650 -2.972 3.040
O 4.768 -2.662 4.659
O -3.388 0.771 -6.497
O 0.084 -5.522 -3.641
O -1.098 3.682 1.523
O 0.289 0.059 -0.270
O 0.111 4.645 -1.889
N 3.075 2.723 -0.080
N -3.019 -3.722 -3.613
N 4.893 -2.831 -1.154
N 1.193 2.266 5.432
N 4.586 3.648 4.832
N -2.206 0.573 -6.313
N -1.540 -2.575 2.770
N 0.567 -5.040 -2.646
N -4.285 0.020 -1.658
C 2.024 -2.144 -5.229
C 2.636 -1.338 5.699
C 1.071 2.070 6.895
C -0.013 -0.930 -1.253
C -3.316 3.128 -3.671
C 2.172 2.411 -1.210
C -1.307 0.788 -7.469
C 4.751 2.804 3.615
C 4.897 -1.196 2.776
C -0.578 -0.257 -2.493
C -2.356 0.936 4.709
C -1.041 6.708 -1.630
C -3.994 -2.742 7.147
C -2.449 1.794 1.122
C 0.948 -0.297 0.817
C -2.121 3.372 -2.792
C -1.954 0.057 5.898
C -0.800 4.863 2.056
C -0.932 5.244 -1.979
C 1.023 0.773 1.873
C -0.402 -3.507 2.844
C -3.076 -3.432 -5.064
C -0.220 -2.466 -8.040
C 3.566 -2.173 -1.247
C -2.748 -1.950 6.848
C 0.884 -5.955 -1.521
C 0.148 -2.550 -9.494
C 1.479 -2.274 5.418
C -4.411 -0.587 -3.012
C 0.663 5.142 2.150
C -2.456 3.243 1.582
C 0.641 -2.371 -5.839
C 4.349 -1.685 4.100
H 0.668 -6.967 -1.843
H -3.363 -0.562 -3.324
H -1.725 6.793 -0.783
H 4.229 1.869 3.798
H 4.561 -1.879 1.992
H -1.429 0.368 -2.212
H -3.902 -3.779 6.837
H 2.758 -2.878 -1.096
H -5.034 -0.060 -3.726
H 2.481 1.503 -1.719
H 1.219 4.302 2.568
H 0.286 1.320 6.972
H -1.018 -0.453 5.656
H 0.120 0.392 -3.027
H 0.582 0.412 2.804
H 0.882 -1.752 -9.678
H 4.327 3.303 2.748
H -0.656 -2.280 -10.170
H -1.424 1.806 -7.841
H -4.290 3.332 -3.225
H 3.557 -1.698 -2.224
H 1.138 5.358 1.186
H -1.249 3.060 -3.373
H 3.513 -1.378 -0.504
H -4.871 -2.260 6.728
H -0.266 0.685 -7.183
H 4.584 -0.191 2.509
H -0.774 -1.626 -0.901
H -1.920 1.161 1.835
H -2.123 -3.671 -5.524
H 1.792 -3.287 5.169
H -3.868 -3.988 -5.555
H -0.718 -4.498 2.527
H -3.457 1.399 1.015
H -3.315 3.740 -4.582
H 5.798 2.631 3.378
H 0.688 -3.464 -9.727
H 0.016 -1.522 -5.554
H 2.234 -0.448 6.178
H -2.774 3.209 2.626
H 0.744 3.001 7.351
H 1.960 -5.859 -1.385
H -3.308 -2.373 -5.164
H 2.313 3.229 -1.915
H -3.376 2.130 -4.108
H -1.397 7.276 -2.487
H -2.140 2.755 -1.893
H 2.315 -1.113 -5.435
H -0.104 -3.558 3.886
H -4.734 -1.618 -2.917
H 2.055 0.977 2.147
H 0.334 -5.706 -0.621
H 2.181 -2.310 -4.166
H -3.293 1.447 4.934
H 0.414 -3.176 2.208
H 0.930 6.053 2.680
H -1.892 1.717 0.184
H 1.123 2.374 -0.936
H 2.724 -2.827 -5.715
H -3.136 3.832 0.970
H -1.561 0.155 -8.315
H 0.824 -2.313 6.291
H -4.041 -2.795 8.239
H 0.876 -1.824 4.627
H 5.982 -1.294 2.762
H -1.712 0.730 6.728
H -0.060 7.069 -1.338
H 0.927 -1.425 -1.494
H 3.354 -1.764 6.402
H -0.886 -1.035 -3.187
H -1.556 1.659 4.550
H 0.143 -3.255 -5.444
H -2.547 0.327 3.827
H 1.958 1.712 7.405
H 0.445 1.668 1.646
*
```

## Properties
HOMO (eV): -9.84

Here are the Löwdin charges for atoms 1 to 5, given in e: atom 1 (O): 0.079, atom 2 (O): 0.097, atom 3 (O): 0.060, atom 4 (O): 0.092, atom 5 (O): 0.078